{
  "formula": "C31H40AsN3O8PbS3Si2",
  "method": "ωB97M-V/def2-TZVPD",
  "elements": ["Pb", "O", "C", "O", "C", "C", "C", "C", "C", "O", "C", "C", "O", "O", "H", "H", "H", "H", "H", "H", "H", "H", "S", "C", "C", "N", "C", "S", "C", "N", "C", "C", "C", "C", "N", "C", "C", "H", "H", "H", "H", "H", "H", "H", "C", "Si", "C", "C", "As", "Si", "C", "C", "C", "H", "H", "H", "H", "H", "H", "H", "H", "H", "H", "H", "H", "H", "H", "H", "H", "H", "H", "C", "C", "C", "C", "C", "C", "C", "S", "O", "O", "O", "H", "H", "H", "H", "H", "H", "H"],
  "coordinates": [[-0.20, -0.30, 0.49], [-3.28, 0.44, -4.32], [-2.36, -0.10, -3.69], [-1.19, 0.34, -3.50], [-2.66, -1.52, -3.12], [-1.43, -2.38, -2.81], [-1.83, -3.87, -2.88], [-2.74, -3.98, -1.62], [-2.56, -2.58, -1.00], [-1.24, -2.23, -1.40], [-3.42, -1.55, -1.76], [-3.49, -0.25, -0.92], [-4.62, 0.13, -0.59], [-2.40, 0.31, -0.54], [-3.28, -1.99, -3.89], [-0.53, -2.11, -3.35], [-2.35, -4.12, -3.80], [-0.95, -4.49, -2.77], [-3.78, -4.18, -1.87], [-2.38, -4.75, -0.94], [-2.66, -2.54, 0.08], [-4.45, -1.87, -1.89], [1.07, 0.95, 2.74], [2.30, 1.95, 2.08], [2.83, 2.90, 3.01], [3.22, 3.65, 3.80], [2.83, 1.95, 0.82], [2.42, 0.68, -0.37], [3.83, 2.88, 0.49], [4.64, 3.66, 0.23], [-4.30, 3.73, 4.54], [-3.51, 2.79, 3.68], [-3.06, 3.15, 2.42], [-2.30, 2.25, 1.69], [-1.97, 1.05, 2.14], [-2.41, 0.69, 3.34], [-3.18, 1.51, 4.14], [-4.53, 4.65, 4.00], [-3.72, 4.00, 5.43], [-5.23, 3.27, 4.88], [-3.30, 4.12, 2.01], [-1.95, 2.50, 0.70], [-2.12, -0.30, 3.67], [-3.50, 1.18, 5.12], [4.91, 3.37, -2.99], [3.69, 2.01, -3.49], [4.67, 0.38, -3.47], [3.34, 2.27, -5.36], [1.63, 1.27, -2.47], [0.51, 3.35, -2.24], [-1.35, 3.33, -2.49], [0.94, 4.29, -0.64], [1.18, 4.44, -3.66], [5.76, 3.38, -3.68], [5.29, 3.20, -1.98], [4.45, 4.36, -3.00], [5.66, 0.45, -3.93], [4.10, -0.39, -4.00], [4.80, 0.03, -2.44], [4.21, 1.98, -5.96], [3.10, 3.30, -5.60], [2.49, 1.64, -5.66], [-1.85, 2.69, -1.77], [-1.58, 2.91, -3.47], [-1.77, 4.34, -2.44], [0.57, 3.77, 0.25], [0.48, 5.28, -0.65], [2.02, 4.41, -0.53], [1.07, 3.90, -4.61], [2.24, 4.68, -3.53], [0.62, 5.37, -3.73], [0.07, -6.49, 6.27], [0.49, -5.75, 5.03], [0.26, -6.29, 3.77], [0.62, -5.59, 2.62], [1.22, -4.35, 2.74], [1.48, -3.81, 3.99], [1.13, -4.52, 5.13], [1.47, -3.33, 1.29], [2.73, -2.65, 1.44], [1.37, -4.20, 0.14], [0.30, -2.41, 1.45], [-0.76, -7.17, 6.06], [-0.24, -5.80, 7.05], [0.89, -7.09, 6.66], [-0.22, -7.26, 3.69], [0.44, -5.98, 1.63], [1.95, -2.83, 4.04], [1.33, -4.10, 6.11]],
  "mulliken_charge": [1.46, -0.83, -0.26, -0.53, 0.22, -0.19, -1.01, -0.95, -0.04, -0.20, 0.05, -0.31, -0.85, 0.03, 0.50, 0.57, 0.40, 0.36, 0.36, 0.28, 0.50, 0.31, -0.34, 0.71, -0.20, -0.57, 0.42, -0.22, -0.28, -0.66, -1.50, 1.24, -0.98, -0.22, 0.29, -0.60, -0.79, 0.35, 0.32, 0.35, 0.31, 0.32, 0.48, 0.35, -1.21, 0.52, -1.24, -1.19, 0.20, 0.66, -0.74, -0.98, -1.19, 0.41, 0.36, 0.32, 0.39, 0.28, 0.32, 0.39, 0.32, 0.34, -0.03, 0.27, 0.43, 0.12, 0.42, 0.31, 0.21, 0.22, 0.45, -1.41, 1.03, -0.55, -0.66, -0.40, -0.53, -0.70, 1.59, -0.77, -0.76, -0.45, 0.36, 0.35, 0.27, 0.32, 0.46, 0.47, 0.34],
  "de_lowest_kcal_mol": 62.39,
  "orbital_gap_ev": 6.58,
  "e_lumo_ev": 3.8,
  "total_energy_ev": -167999.2554,
  "charge": -2,
  "homo_energy_ev": -2.7593
}



{
  "formula": "C26H39FO12",
  "method": "ωB97M-V/def2-TZVPD",
  "elements": ["C", "C", "O", "C", "O", "C", "C", "C", "C", "C", "C", "O", "O", "C", "F", "H", "H", "H", "H", "H", "H", "H", "H", "H", "H", "H", "H", "H", "H", "H", "O", "C", "O", "C", "C", "C", "H", "H", "H", "H", "H", "H", "O", "C", "O", "C", "C", "C", "H", "H", "H", "H", "H", "H", "O", "C", "O", "C", "C", "C", "H", "H", "H", "H", "H", "H", "O", "C", "O", "C", "C", "C", "H", "H", "H", "H", "H", "H"],
  "coordinates": [[1.12, 3.29, 0.84], [0.00, 3.30, 2.07], [0.30, 2.13, 2.92], [0.06, 0.86, 2.22], [-1.13, 0.71, 1.58], [1.13, -0.42, 2.21], [2.64, 0.06, 2.64], [3.73, 0.12, 1.42], [3.10, 0.34, -0.08], [2.98, -1.15, -0.82], [3.42, -0.74, -2.38], [3.41, -1.50, -3.49], [3.88, 0.68, -2.36], [4.40, 0.86, -0.97], [4.85, 2.26, -0.76], [0.68, 2.58, 0.01], [2.15, 2.94, 1.28], [1.24, 4.36, 0.35], [-1.10, 3.32, 1.65], [0.17, 4.34, 2.63], [0.75, -1.13, 3.08], [1.07, -1.06, 1.23], [2.66, 1.08, 3.26], [3.04, -0.76, 3.40], [4.42, 1.07, 1.63], [4.43, -0.82, 1.52], [2.07, 0.89, -0.21], [3.81, -1.94, -0.56], [1.93, -1.65, -0.90], [5.24, 0.01, -0.96], [-0.62, -2.13, 0.54], [-1.75, -2.50, 0.26], [-2.24, -3.75, 0.51], [-3.54, -3.87, -0.06], [-4.04, -2.46, -0.20], [-2.78, -1.68, -0.46], [-3.46, -4.38, -1.03], [-4.18, -4.47, 0.60], [-4.80, -2.34, -0.98], [-4.49, -2.13, 0.75], [-2.53, -1.65, -1.53], [-2.83, -0.67, -0.05], [0.95, 6.29, 3.41], [1.14, 6.95, 2.40], [1.23, 6.42, 1.14], [1.56, 7.47, 0.23], [1.12, 8.74, 0.90], [1.34, 8.43, 2.36], [2.64, 7.45, 0.04], [1.03, 7.30, -0.72], [1.67, 9.62, 0.55], [0.05, 8.91, 0.71], [2.35, 8.67, 2.68], [0.60, 8.95, 2.99], [-3.53, -2.75, -3.06], [-4.16, -2.10, -3.87], [-4.44, -0.77, -3.74], [-5.29, -0.36, -4.82], [-5.07, -1.37, -5.91], [-4.78, -2.63, -5.13], [-6.32, -0.35, -4.46], [-5.01, 0.65, -5.14], [-5.91, -1.46, -6.59], [-4.18, -1.10, -6.50], [-5.70, -3.17, -4.88], [-4.08, -3.29, -5.66], [3.12, -4.01, 1.56], [2.28, -4.89, 1.66], [2.55, -6.22, 1.59], [1.32, -6.95, 1.64], [0.33, -6.02, 2.29], [0.81, -4.67, 1.83], [1.04, -7.22, 0.62], [1.46, -7.87, 2.23], [-0.70, -6.24, 2.01], [0.41, -6.09, 3.38], [0.37, -4.39, 0.86], [0.61, -3.90, 2.58]],
  "mulliken_charge": [-0.30, -0.03, -0.38, 0.39, -0.54, 0.06, -0.62, -0.81, 0.66, -0.38, 0.43, -0.58, -0.34, 0.02, -0.31, 0.25, 0.07, 0.08, 0.19, 0.09, 0.42, -0.11, 0.31, 0.26, 0.24, 0.37, -0.08, 0.28, 0.09, 0.32, -0.36, 0.22, -0.33, -0.43, -0.69, 0.05, 0.25, 0.33, 0.21, 0.37, 0.14, 0.29, -0.60, 0.45, -0.19, -0.50, -0.52, -0.44, 0.30, 0.31, 0.32, 0.28, 0.27, 0.29, -0.55, 0.51, -0.32, -0.43, -0.50, -0.50, 0.26, 0.30, 0.32, 0.28, 0.28, 0.31, -0.55, 0.30, -0.38, -0.43, -0.67, 0.49, 0.25, 0.35, 0.31, 0.28, -0.15, 0.19],
  "orbital_gap_ev": 9.96,
  "e_lumo_ev": 0.5,
  "total_energy_ev": -54875.9839,
  "smiles": "CCOC(=O)CCC[C@@H]1CC(=O)O[C@H]1F.O=C1CCCO1.O=C1CCCO1.O=C1CCCO1.O=C1CCCO1",
  "homo_energy_ev": -9.4533
}



{
  "formula": "C11H28O11P2S",
  "method": "ωB97M-V/def2-TZVPD",
  "elements": ["C", "C", "S", "C", "C", "O", "C", "O", "O", "H", "H", "H", "H", "H", "H", "H", "H", "H", "H", "C", "O", "P", "O", "O", "C", "O", "C", "H", "H", "H", "H", "H", "H", "H", "H", "H", "C", "O", "P", "O", "O", "C", "O", "C", "H", "H", "H", "H", "H", "H", "H", "H", "H"],
  "coordinates": [[1.67, -5.58, 0.09], [2.31, -4.20, -0.08], [1.26, -2.77, 0.27], [-0.37, -3.14, -0.38], [-1.23, -4.00, 0.57], [-2.32, -4.66, -0.07], [-1.99, -5.79, -0.75], [-1.95, -6.89, -0.23], [-1.86, -5.63, -2.09], [0.69, -5.61, -0.34], [2.26, -6.32, -0.42], [1.63, -5.84, 1.14], [2.74, -4.14, -1.07], [3.11, -4.11, 0.63], [-0.30, -3.55, -1.38], [-0.87, -2.19, -0.47], [-0.61, -4.68, 1.13], [-1.68, -3.32, 1.27], [-1.13, -5.05, -2.31], [3.34, 1.67, 2.72], [2.16, 1.04, 2.19], [0.81, 1.10, 3.00], [-0.26, 0.29, 2.42], [0.48, 2.64, 3.17], [0.20, 3.39, 1.97], [1.26, 0.70, 4.46], [0.28, 0.75, 5.51], [3.85, 2.16, 1.90], [3.09, 2.41, 3.48], [3.98, 0.91, 3.15], [-0.04, 2.74, 1.13], [1.06, 4.00, 1.72], [-0.66, 4.03, 2.16], [-0.34, 1.65, 5.42], [0.82, 0.79, 6.45], [-0.34, -0.14, 5.48], [-2.74, 4.79, -3.99], [-2.09, 4.78, -2.71], [-1.30, 3.50, -2.24], [-0.82, 3.57, -0.87], [-0.17, 3.27, -3.34], [0.86, 4.27, -3.45], [-2.30, 2.32, -2.56], [-1.85, 0.97, -2.34], [-2.58, 5.77, -4.44], [-2.34, 4.02, -4.66], [-3.81, 4.62, -3.86], [0.89, 4.92, -2.57], [0.67, 4.88, -4.34], [1.81, 3.77, -3.55], [-0.82, 0.84, -2.68], [-2.50, 0.32, -2.91], [-1.93, 0.73, -1.28]],
  "mulliken_charge": [-0.90, -0.42, -0.02, -0.18, -0.60, -0.34, 0.66, -0.49, -0.47, 0.11, 0.40, 0.27, 0.30, 0.32, 0.17, 0.09, 0.42, 0.34, 0.35, -0.71, -0.25, 1.13, -0.65, -0.38, -0.67, -0.31, -0.67, 0.27, 0.34, 0.26, 0.35, 0.25, 0.29, 0.31, 0.24, 0.25, -0.70, -0.33, 0.80, -0.44, -0.25, -0.72, -0.34, -0.71, 0.25, 0.34, 0.25, 0.34, 0.25, 0.26, 0.34, 0.34, 0.27],
  "orbital_gap_ev": 9.14,
  "e_lumo_ev": 0.4,
  "total_energy_ev": -63800.7207,
  "smiles": "COP(=O)(OC)OC.COP(=O)(OC)OC.CCSCCOC(=O)O",
  "homo_energy_ev": -8.7061
}



{
  "formula": "C44H31Cl5N4OPt",
  "method": "ωB97M-V/def2-TZVPD",
  "elements": ["Pt", "C", "O", "C", "C", "C", "C", "C", "C", "C", "N", "C", "C", "N", "C", "C", "C", "C", "N", "C", "C", "N", "C", "C", "C", "C", "H", "H", "H", "H", "H", "H", "H", "H", "H", "H", "H", "H", "H", "H", "Cl", "C", "C", "C", "Cl", "C", "Cl", "C", "Cl", "C", "Cl", "C", "C", "C", "C", "C", "C", "C", "C", "H", "H", "H", "H", "H", "C", "C", "C", "C", "C", "C", "C", "C", "C", "C", "H", "H", "H", "H", "H", "H", "H", "H", "H", "H", "H", "H"],
  "coordinates": [[-0.11, -0.09, 0.16], [-0.76, 11.36, 7.87], [-0.71, 11.28, 6.47], [-0.65, 10.05, 5.90], [-0.69, 10.01, 4.50], [-0.65, 8.81, 3.83], [-0.56, 7.61, 4.54], [-0.51, 7.65, 5.93], [-0.56, 8.86, 6.61], [-0.51, 6.35, 3.83], [-0.72, 6.18, 2.54], [-0.59, 4.84, 2.31], [-0.30, 4.18, 3.51], [-0.25, 5.16, 4.46], [-0.16, 2.78, 3.64], [0.01, 2.08, 4.82], [0.08, 0.68, 4.78], [0.01, 0.05, 3.55], [-0.13, 0.69, 2.41], [-0.25, 2.06, 2.40], [-0.51, 2.70, 1.19], [-0.58, 1.92, 0.07], [-0.94, 2.47, -1.10], [-1.20, 3.81, -1.24], [-1.08, 4.66, -0.13], [-0.74, 4.11, 1.09], [-0.88, 12.42, 8.11], [0.16, 10.99, 8.34], [-1.62, 10.81, 8.27], [-0.77, 10.94, 3.97], [-0.70, 8.77, 2.76], [-0.47, 6.75, 6.52], [-0.53, 8.85, 7.69], [-0.02, 5.03, 5.43], [0.07, 2.60, 5.76], [0.19, 0.11, 5.68], [0.07, -1.03, 3.50], [-1.00, 1.79, -1.94], [-1.49, 4.19, -2.21], [-1.25, 5.72, -0.22], [-0.60, -1.08, -2.65], [-0.09, -2.38, -1.64], [0.19, -2.08, -0.30], [0.55, -3.17, 0.49], [0.94, -2.91, 2.14], [0.60, -4.48, 0.00], [0.99, -5.79, 1.04], [0.34, -4.72, -1.34], [0.41, -6.32, -1.96], [0.00, -3.66, -2.17], [-0.31, -3.92, -3.84], [-2.07, -0.43, 0.08], [-3.28, -0.47, -0.03], [-4.69, -0.50, 0.04], [-5.36, -1.67, 0.41], [-6.73, -1.67, 0.52], [-7.46, -0.52, 0.27], [-6.80, 0.64, -0.13], [-5.42, 0.66, -0.23], [-4.79, -2.56, 0.61], [-7.25, -2.57, 0.81], [-8.53, -0.51, 0.37], [-7.36, 1.53, -0.34], [-4.90, 1.55, -0.53], [4.16, 0.87, -0.85], [2.67, 1.31, -0.90], [2.63, 2.74, -0.32], [1.87, 0.37, -0.09], [2.22, 1.26, -2.36], [2.33, 0.06, -3.06], [1.93, -0.04, -4.38], [1.39, 1.05, -5.03], [1.27, 2.25, -4.34], [1.68, 2.36, -3.03], [4.55, 1.00, 0.16], [4.75, 1.49, -1.53], [4.29, -0.17, -1.12], [2.92, 2.72, 0.73], [1.63, 3.17, -0.37], [3.31, 3.39, -0.86], [2.36, 0.00, 0.82], [2.73, -0.81, -2.56], [2.02, -0.99, -4.89], [1.06, 0.98, -6.05], [0.86, 3.12, -4.83], [1.57, 3.30, -2.53]],
  "mulliken_charge": [2.07, -0.83, -0.46, 0.89, -0.57, -0.58, 0.24, -0.84, -0.50, 0.24, -0.84, 0.80, 0.28, -0.06, -0.29, -0.41, -1.24, -0.07, -0.19, 0.27, -0.47, 0.55, -0.49, -1.10, -0.45, 0.55, 0.24, 0.33, 0.34, 0.43, 0.47, 0.23, 0.40, 0.21, 0.43, 0.45, 0.29, 0.53, 0.59, 0.58, -0.15, 1.41, -1.90, 0.88, -0.29, 0.00, -0.20, 0.47, -0.20, -0.20, -0.20, -1.53, 0.29, 0.27, -0.50, -0.42, -0.47, -0.46, -0.53, 0.45, 0.37, 0.37, 0.37, 0.45, -1.92, 3.18, -2.04, -2.28, 0.39, -0.44, -0.79, -0.45, -0.88, 0.05, 0.52, 0.45, 0.37, 0.51, 0.24, 0.51, 0.39, 0.24, 0.37, 0.42, 0.42, 0.45],
  "orbital_gap_ev": [6.04, 6.03],
  "e_lumo_ev": [-0.9, -0.9],
  "total_energy_ev": -119995.4524,
  "homo_energy_ev": [-6.9568, -6.9505]
}